Entry 1:
Here is a structure of composition C24H43BF4P2Ru at a distorted geometry from the OMol25 dataset. Energies are from ωB97M-V/def2-TZVPD.

Results
net charge	+2
2S+1	5
orbital gap (alpha / beta)	6.0 / 4.6	eV
⟨S²⟩	6.03

Last column: Mulliken charge in e.
CARTESIAN COORDINATES (ANGSTROEM)
Ru1 -1.57 -2.96 0.73  -0.115
P1 -1.56 -4.94 -2.48  0.843
P2 -3.44 -3.91 0.61  1.164
F1 2.93 -1.73 -0.42  -0.360
F2 3.62 0.48 -0.20  -0.406
F3 5.22 -1.20 -0.34  -0.325
F4 3.91 -0.67 -2.22  -0.394
C1 -5.03 -3.46 -0.26  -1.367
C2 -1.01 -2.10 -2.67  5.119
C3 -3.11 -5.53 -1.74  -0.896
C4 -1.24 -0.33 -5.27  -0.830
C5 0.37 -1.86 -3.26  -1.539
C6 0.33 0.66 -3.46  -0.877
C7 -3.49 -0.84 1.87  -1.166
C8 0.63 1.10 0.15  -1.400
C9 -0.23 0.02 0.69  2.132
C10 0.79 -0.48 -2.91  0.626
C11 -1.18 -2.06 3.61  -1.437
C12 -1.54 -0.28 0.30  -0.962
C13 -2.14 -1.16 1.32  2.586
C14 0.15 -0.79 1.77  0.476
C15 -3.99 -4.55 2.25  -1.481
C16 -1.99 -4.90 -4.28  -1.291
C17 1.51 -0.77 2.37  -1.376
C18 -0.98 -1.53 2.24  -0.640
C19 -0.30 0.78 -4.80  -0.875
C20 -2.28 0.52 -0.71  -1.254
C21 -2.23 -1.70 -3.45  -0.231
C22 -0.29 -6.25 -2.40  -1.232
C23 -3.08 -5.57 -0.22  -1.088
C24 -2.35 -0.73 -4.36  -0.386
B1 3.96 -0.79 -0.80  0.401
H1 -1.76 -5.86 -4.77  0.506
H2 1.76 0.24 2.72  0.402
H3 -4.79 -3.18 -1.29  0.269
H4 -3.90 -4.88 -2.14  0.506
H5 -3.55 0.27 1.83  0.401
H6 -1.66 -1.37 4.33  0.305
H7 0.70 -5.77 -2.45  0.436
H8 -1.81 -2.95 3.50  0.205
H9 1.11 -2.55 -2.79  0.631
H10 -1.10 -3.24 -2.38  -2.246
H11 -2.08 -5.82 0.17  0.426
H12 -3.59 -1.16 2.91  0.323
H13 -3.29 -6.54 -2.16  0.439
H14 0.38 -2.04 -4.33  0.470
H15 -3.06 -4.67 -4.42  0.385
H16 -4.32 -1.26 1.27  0.172
H17 0.80 1.86 0.94  0.559
H18 0.19 1.63 -0.71  0.333
H19 -1.74 0.05 -6.18  0.503
H20 -0.21 -2.36 4.06  0.408
H21 -3.30 0.16 -0.87  0.331
H22 -0.82 1.75 -4.81  0.374
H23 -1.42 -4.12 -4.80  0.312
H24 -4.44 -3.75 2.86  0.312
H25 0.69 1.61 -3.02  0.513
H26 1.69 -0.46 -2.27  0.144
H27 -3.33 -0.27 -4.52  0.440
H28 -2.31 1.57 -0.40  0.499
H29 -3.13 -2.17 -3.02  0.186
H30 -4.69 -5.39 2.19  0.456
H31 -3.82 -6.29 0.16  0.604
H32 -5.75 -4.28 -0.32  0.426
H33 -0.38 -6.79 -1.45  0.378
H34 2.26 -1.05 1.61  0.144
H35 -5.50 -2.61 0.24  0.517
H36 1.63 0.72 -0.12  0.027
H37 -3.06 -4.89 2.74  0.439
H38 -0.39 -6.95 -3.25  0.428
H39 1.55 -1.47 3.21  0.402
H40 -0.66 -1.21 -5.57  0.270
H41 -1.01 -1.59 -1.69  -2.471
H42 0.49 0.84 -5.58  0.386
H43 -1.74 0.48 -1.66  0.033

---

Entry 2:
Here is a structure of composition C6H11ClSi at a distorted geometry from the OMol25 dataset. Energies are from ωB97M-V/def2-TZVPD.

Results
net charge	0
orbital gap	9.2	eV
relative energy (zero: lowest compared OMol25 entry of this formula, charge and spin)	39.33	kcal per mole

Last column: Mulliken charge in e.
CARTESIAN COORDINATES (ANGSTROEM)
Cl1 -2.74 1.51 0.85  -0.505
Si1 -0.52 -0.06 0.48  0.414
C1 1.10 0.95 0.51  0.711
C2 -1.81 -1.59 -1.48  -0.709
C3 -0.42 -1.29 1.84  -0.963
C4 0.99 2.24 0.20  -0.903
C5 2.36 0.41 1.16  -1.040
C6 -1.12 -0.45 -1.26  -0.116
H1 0.41 -1.04 2.33  0.274
H2 0.00 2.53 -0.29  0.188
H3 -1.86 -2.52 -0.85  0.192
H4 -0.32 -2.27 1.49  0.397
H5 2.97 1.36 1.21  0.319
H6 -1.34 -1.25 2.48  0.293
H7 2.89 -0.37 0.47  0.242
H8 2.08 -0.10 2.09  0.305
H9 -0.94 0.19 -2.08  0.371
H10 1.85 2.95 0.37  0.246
H11 -2.19 -1.79 -2.44  0.285

---

Entry 3:
Here is a structure of composition C7H14AgO4 at a distorted geometry from the OMol25 dataset. Energies are from ωB97M-V/def2-TZVPD.

Results
net charge	+1
2S+1	3
orbital gap (alpha / beta)	6.9 / 5.4	eV
relative energy (zero: lowest compared OMol25 entry of this formula, charge and spin)	39.19	kcal per mole
⟨S²⟩	2.05

Last column: Mulliken charge in e.
CARTESIAN COORDINATES (ANGSTROEM)
Ag1 2.82 -0.54 -0.40  0.902
O1 2.99 1.30 -0.10  -0.602
O2 -3.62 -1.70 1.65  -0.452
O3 1.02 -0.41 0.56  -0.351
O4 -4.72 0.91 0.68  -0.282
C1 1.01 0.89 1.21  -0.190
C2 0.13 -1.36 1.09  0.384
C3 -5.29 1.78 -0.27  -0.686
C4 1.79 1.85 0.33  -0.286
C5 0.35 -2.68 0.64  -0.969
C6 -3.00 -0.66 1.27  -0.035
C7 -3.61 0.21 0.20  -0.290
H1 -2.70 -0.03 2.15  0.341
H2 -5.62 1.23 -1.17  0.300
H3 1.94 2.78 0.91  0.338
H4 -2.83 0.90 -0.17  0.288
H5 -3.87 -0.45 -0.66  0.346
H6 -0.10 -3.51 1.18  0.313
H7 1.15 2.13 -0.53  0.330
H8 -6.16 2.25 0.20  0.250
H9 0.15 -1.28 2.19  0.370
H10 0.76 -2.86 -0.36  0.238
H11 -4.57 2.56 -0.57  0.292
H12 -0.03 1.22 1.32  0.312
H13 1.47 0.77 2.20  0.334
H14 -1.31 -0.98 1.11  -0.195

---

Entry 4:
Here is a structure of composition C4H14N4 at a distorted geometry from the OMol25 dataset. Energies are from ωB97M-V/def2-TZVPD.

Results
net charge	0
orbital gap	8.3	eV
relative energy (zero: lowest compared OMol25 entry of this formula, charge and spin)	93.07	kcal per mole

Last column: Mulliken charge in e.
CARTESIAN COORDINATES (ANGSTROEM)
N1 0.49 -0.38 1.03  -0.308
N2 -0.52 0.25 -2.36  -0.574
N3 -0.66 1.50 0.09  -0.623
N4 -1.92 -0.35 0.73  -0.608
C1 -0.35 -0.58 -1.19  -0.515
C2 1.64 -0.52 -0.85  -0.932
C3 -0.67 0.07 0.15  0.623
C4 0.78 0.31 2.29  -0.917
H1 -2.37 -1.14 0.28  0.181
H2 -1.54 1.85 -0.29  0.268
H3 -0.08 2.16 -0.43  0.199
H4 1.71 -0.10 2.70  0.304
H5 1.76 0.53 -1.10  0.340
H6 -0.74 -1.59 -1.28  0.376
H7 1.84 -1.18 -1.69  0.366
H8 0.50 -1.39 1.10  0.328
H9 -1.40 0.11 -2.83  0.216
H10 -1.98 -0.32 1.75  0.216
H11 0.22 0.08 -3.05  0.230
H12 -0.01 0.16 3.03  0.228
H13 2.40 -0.83 -0.12  0.275
H14 0.91 1.37 2.07  0.324

---

Entry 5:
Here is a structure of composition C31H59CeCl2N13S at a distorted geometry from the OMol25 dataset. Energies are from ωB97M-V/def2-TZVPD.

Results
net charge	+3
2S+1	2
orbital gap (alpha / beta)	7.5 / 7.5	eV
⟨S²⟩	0.75

Last column: Mulliken charge in e.
CARTESIAN COORDINATES (ANGSTROEM)
Ce1 12.19 12.43 12.96  0.527
Cl1 11.63 7.74 10.22  -0.062
Cl2 11.13 9.67 12.49  -0.162
S1 15.21 11.51 13.17  -0.336
N1 9.18 12.23 14.55  0.561
N2 17.64 10.60 12.38  0.281
N3 10.33 11.57 8.91  0.790
N4 10.36 13.86 13.54  0.618
N5 13.29 13.50 14.97  0.918
N6 14.70 8.67 14.61  -0.046
N7 16.23 9.04 12.88  0.630
N8 11.71 12.72 10.46  1.101
N9 13.33 14.28 17.25  0.341
N10 13.23 12.04 16.81  0.654
N11 12.60 10.96 9.12  0.579
N12 8.10 13.57 12.89  0.359
N13 12.84 14.78 12.32  0.833
C1 12.84 11.76 18.20  -1.230
C2 11.85 14.13 10.05  -0.577
C3 14.25 14.30 18.44  -0.983
C4 13.39 13.28 16.31  -0.713
C5 14.14 7.68 15.40  -0.484
C6 12.97 14.73 10.86  -1.884
C7 8.10 11.16 14.55  -1.103
C8 16.34 10.40 12.74  -0.260
C9 8.06 13.51 11.43  -0.263
C10 6.92 14.04 13.63  -0.837
C11 17.42 8.41 12.50  -0.399
C12 10.41 15.18 12.93  -0.833
C13 13.73 10.84 16.07  -0.197
C14 10.99 7.93 11.89  -0.480
C15 14.91 6.97 12.86  -0.274
C16 18.28 9.42 12.17  -0.828
C17 14.23 6.03 13.60  -0.887
C18 12.37 15.38 17.28  -0.980
C19 13.82 6.43 14.91  -0.671
C20 18.20 11.92 12.31  -0.780
C21 9.20 13.20 13.62  -0.700
C22 9.62 12.66 8.22  -0.891
C23 15.25 8.24 13.44  0.068
C24 14.10 14.70 14.53  -1.016
C25 13.73 10.69 9.97  -0.363
C26 14.16 14.94 13.01  -1.273
C27 12.77 10.60 7.68  -1.278
C28 9.81 10.24 8.66  -0.922
C29 11.81 15.73 12.89  -0.943
C30 11.56 11.78 9.49  -1.366
C31 10.05 12.23 15.70  -0.124
H1 19.17 11.93 12.81  0.397
H2 13.39 10.80 11.02  -0.627
H3 14.64 13.32 18.77  0.357
H4 12.12 15.62 18.30  0.403
H5 12.48 12.69 18.70  0.417
H6 11.00 12.62 15.33  -0.319
H7 9.91 7.70 11.84  0.462
H8 9.74 12.86 16.51  0.346
H9 13.77 10.72 7.40  0.453
H10 13.22 5.76 15.50  0.434
H11 13.02 10.01 16.34  0.038
H12 15.15 6.79 11.78  0.444
H13 13.68 11.34 18.76  0.414
H14 7.28 11.35 15.24  0.291
H15 9.88 15.22 12.01  0.324
H16 11.47 7.26 12.64  0.321
H17 7.40 14.79 14.32  0.317
H18 15.14 14.62 14.86  0.425
H19 12.20 14.12 8.99  0.891
H20 12.10 10.92 18.17  0.338
H21 12.49 9.53 7.48  0.304
H22 7.90 11.08 13.47  0.349
H23 12.18 11.18 6.99  0.371
H24 13.97 14.29 10.62  0.370
H25 14.82 10.64 16.23  0.414
H26 18.35 12.31 11.26  0.271
H27 8.67 10.28 8.66  0.360
H28 8.09 12.46 11.15  0.205
H29 13.69 15.60 15.04  0.478
H30 7.16 13.99 11.04  0.469
H31 10.92 14.71 10.10  0.159
H32 12.09 16.03 13.91  0.371
H33 11.80 16.61 12.25  0.339
H34 17.60 7.35 12.40  0.521
H35 10.05 9.52 9.44  0.070
H36 10.06 9.92 7.67  0.368
H37 13.92 8.01 16.37  0.631
H38 11.50 15.12 16.66  0.208
H39 9.76 12.63 7.16  0.307
H40 6.32 13.28 14.11  0.261
H41 9.93 13.63 8.60  0.188
H42 8.52 12.50 8.43  0.346
H43 12.79 16.35 16.90  0.326
H44 8.92 13.99 10.86  -0.181
H45 13.74 14.75 19.36  0.328
H46 14.87 14.40 12.41  0.654
H47 13.59 10.99 14.99  -0.445
H48 17.48 12.52 12.92  0.202
H49 13.10 15.76 10.44  0.287
H50 8.62 10.22 14.88  0.371
H51 19.25 9.33 11.79  0.574
H52 14.35 16.00 12.81  0.449
H53 9.90 15.92 13.60  0.484
H54 13.91 5.06 13.32  0.538
H55 10.25 11.15 15.87  0.162
H56 15.13 14.95 18.26  0.319
H57 6.29 14.68 12.91  0.301
H58 14.56 11.40 9.73  0.390
H59 14.07 9.66 9.83  0.634

---

Entry 6:
Here is a cluster of 2 separate species, C27H37F4Si in total at a distorted geometry from the OMol25 dataset. Energies are from ωB97M-V/def2-TZVPD.

Results
net charge	+1
orbital gap	6.2	eV
relative energy (zero: lowest compared OMol25 entry of this formula, charge and spin)	0.00	kcal per mole

Last column: Mulliken charge in e.
CARTESIAN COORDINATES (ANGSTROEM)
Si1 -0.98 -0.89 1.06  -0.485
F1 6.27 3.97 2.49  -0.309
F2 -3.27 3.28 -4.45  -0.311
F3 6.63 2.97 -2.15  -0.307
F4 0.02 -0.05 -5.42  -0.308
C1 0.59 -1.85 0.93  -0.564
C2 1.59 2.25 -1.01  -0.081
C3 -1.76 -1.39 3.60  -0.556
C4 2.14 -3.30 -0.42  -0.513
C5 -0.50 2.01 -2.43  0.909
C6 -0.81 -1.63 4.77  -0.472
C7 4.31 3.37 1.29  -0.895
C8 6.49 3.49 0.17  -0.729
C9 3.69 2.98 0.07  1.037
C10 -2.17 2.54 -4.08  0.365
C11 -1.34 -0.17 2.72  -0.407
C12 2.54 -3.79 -1.80  -1.325
C13 -4.81 -1.30 -0.62  -0.465
C14 -3.63 -0.58 0.03  -0.633
C15 -2.39 -1.50 0.04  -0.471
C16 5.86 3.10 -1.01  0.488
C17 0.97 -2.32 -0.49  -0.293
C18 0.10 2.16 -1.05  0.017
C19 -1.65 1.61 -4.98  -0.752
C20 -6.04 -0.41 -0.66  -1.312
C21 -0.53 0.90 -4.57  0.228
C22 4.49 2.84 -1.10  -0.951
C23 5.68 3.60 1.30  0.431
C24 -1.21 -2.84 5.59  -1.327
C25 2.26 2.75 0.05  -0.534
C26 0.07 1.08 -3.32  -0.606
C27 -1.62 2.76 -2.81  -0.716
H1 -1.84 -2.31 2.98  0.224
H2 1.70 3.06 0.95  0.335
H3 1.85 -4.14 0.22  0.367
H4 -1.18 -3.76 4.99  0.331
H5 -3.89 -0.28 1.06  0.327
H6 2.11 1.85 -1.89  0.026
H7 -2.22 -2.73 5.99  0.334
H8 -6.87 -0.95 -1.12  0.386
H9 0.10 -2.80 -0.97  0.368
H10 -6.34 -0.11 0.34  0.335
H11 0.98 0.54 -3.06  0.331
H12 0.29 -2.71 1.57  0.470
H13 -0.51 -2.95 6.42  0.381
H14 -3.40 0.35 -0.52  0.296
H15 0.22 -1.73 4.39  0.291
H16 -2.07 -1.76 -0.99  0.567
H17 2.85 -2.95 -2.44  0.318
H18 -0.46 0.37 3.11  0.554
H19 1.24 -1.45 -1.12  0.001
H20 -0.82 -0.72 5.39  0.372
H21 -0.39 2.99 -0.49  0.440
H22 -5.85 0.49 -1.25  0.317
H23 1.71 -4.31 -2.29  0.345
H24 -2.11 1.44 -5.95  0.494
H25 -2.78 -1.17 3.97  0.477
H26 1.43 -1.31 1.41  0.562
H27 -2.58 -2.44 0.62  0.513
H28 -0.13 1.25 -0.56  -0.619
H29 -5.02 -2.22 -0.04  0.347
H30 3.71 3.46 2.19  0.426
H31 2.98 -2.80 0.07  0.362
H32 7.56 3.70 0.21  0.468
H33 -4.52 -1.62 -1.62  0.347
H34 -2.02 3.52 -2.14  0.459
H35 3.38 -4.48 -1.72  0.392
H36 -2.18 0.55 2.61  0.425
H37 4.04 2.54 -2.04  0.476

---

Entry 7:
Here is the molecule C20H14F4N4O2 at a distorted geometry from the OMol25 dataset. Energies are from ωB97M-V/def2-TZVPD.

Results
net charge	0
orbital gap	8.6	eV
SMILES	Cn1c(=O)c2c(ncn2C(c2cc(F)cc(F)c2)c2cc(F)cc(F)c2)n(C)c1=O

Last column: Mulliken charge in e.
CARTESIAN COORDINATES (ANGSTROEM)
F1 3.72 3.13 -2.79  -0.313
F2 -3.96 -1.37 -2.66  -0.323
F3 5.27 -1.34 -2.41  -0.315
F4 -2.54 3.17 -2.41  -0.327
O1 -1.99 -1.84 0.39  -0.686
O2 -2.00 -0.81 4.86  -0.644
N1 0.65 -0.07 0.18  0.271
N2 1.54 0.67 2.13  -0.726
N3 -0.26 -0.01 3.61  0.015
N4 -2.02 -1.25 2.60  0.048
C1 -0.69 0.05 -1.85  0.405
C2 -0.96 1.41 -2.03  -0.937
C3 2.14 1.34 -2.43  -0.413
C4 -1.48 -0.70 3.76  0.378
C5 4.24 -0.42 -2.37  0.309
C6 1.89 0.04 -1.95  -0.870
C7 -2.96 -0.43 -2.52  0.471
C8 4.57 0.92 -2.56  -0.639
C9 -3.28 -1.94 2.80  -1.127
C10 3.48 1.77 -2.61  0.463
C11 0.33 0.53 4.83  -1.006
C12 -1.43 -1.21 1.29  0.703
C13 -2.27 1.82 -2.35  0.222
C14 0.33 0.07 2.38  1.295
C15 -3.31 0.92 -2.56  -0.851
C16 -1.66 -0.87 -2.26  -0.411
C17 2.94 -0.87 -2.15  -0.451
C18 -0.23 -0.43 1.21  -0.452
C19 0.62 -0.45 -1.24  0.347
C20 1.74 0.50 0.80  -0.317
H1 2.62 0.77 0.19  0.379
H2 1.28 1.01 4.58  0.369
H3 -0.19 2.16 -1.91  0.638
H4 -0.36 1.25 5.28  0.286
H5 -4.34 1.25 -2.73  0.478
H6 5.60 1.28 -2.65  0.466
H7 -3.15 -2.76 3.51  0.324
H8 0.60 -1.56 -1.31  0.591
H9 -1.38 -1.91 -2.35  0.400
H10 2.71 -1.93 -2.14  0.450
H11 0.49 -0.29 5.53  0.300
H12 -3.62 -2.32 1.84  0.360
H13 -4.02 -1.26 3.23  0.325
H14 1.35 2.01 -2.75  0.513

---

Entry 8:
Here is a cluster of 3 separate species, C5H10O in total from the OMol25 dataset. Energies are from ωB97M-V/def2-TZVPD.

Results
net charge	0
orbital gap (alpha / beta)	8.1 / 8.0	eV
relative energy (zero: lowest compared OMol25 entry of this formula, charge and spin)	136.25	kcal per mole

Last column: Mulliken charge in e.
CARTESIAN COORDINATES (ANGSTROEM)
O1 0.99 -1.63 0.61  -0.547
C1 0.54 -0.39 0.16  1.035
C2 -0.71 0.21 1.23  -0.692
C3 -1.58 0.65 0.08  -0.460
C4 1.50 0.53 -0.32  -1.310
C5 -0.76 -0.44 -0.53  -0.600
H1 -1.40 1.66 -0.27  0.224
H2 2.49 0.54 0.15  0.358
H3 0.12 -0.23 -2.12  0.095
H4 1.15 1.50 -0.66  0.340
H5 -1.22 -1.43 -0.52  0.257
H6 -1.12 -0.58 1.85  0.293
H7 0.92 -0.03 -1.99  0.092
H8 -0.19 0.96 1.82  0.321
H9 1.87 -1.76 0.23  0.318
H10 -2.65 0.44 0.17  0.276

---

no.,electronic energy (a.u.)
1,-2141.5404
2,-984.8358
3,-722.4488
4,-379.6855
5,-3721.2313
6,-1739.6992
7,-1539.5354
8,-271.5355